[1]
A cluster of 2 separate species, C2H2BrNO3 in total. Source: the Open Molecules 2025 dataset; level of theory: wB97M-V/def2-TZVPD.

Properties
Lowest unoccupied orbital energy (alpha / beta) ... 0.286 / -3.280 eV
Gap between HOMO and LUMO (alpha / beta) ... 0.28302 / 0.27536 Eh

Geometry as ORCA input:
```
! RIJCOSX wB97M-V def2-TZVPD def2/J DEFGRID3
* xyz 0 3
C -0.55196 0.71796 -1.33811
C -0.37032 -0.29691 0.66000
N 1.03640 -0.28026 0.85193
O 0.15351 1.59423 -1.51506
O 1.62493 -1.27403 0.37870
O 1.58011 0.68794 1.36234
Br -1.80884 -0.16572 -2.24411
H -0.63798 -1.34320 0.48202
H -1.02584 0.35998 1.36230
*
```


[2]
The molecule C2H3NO3. Source: the Open Molecules 2025 dataset; level of theory: wB97M-V/def2-TZVPD.

Properties
Lowest unoccupied orbital energy ... 0.032 eV
SMILES ... NC(=O)C(=O)O
Gap between HOMO and LUMO ... 0.39104 Eh

Geometry as ORCA input:
```
! RIJCOSX wB97M-V def2-TZVPD def2/J DEFGRID3
* xyz 0 1
N 1.21330 -0.19730 -0.77639
C -0.15599 0.24100 -0.85248
O -0.70443 0.82867 -1.80401
C -0.98866 -0.18608 0.41109
O -2.19590 -0.31167 0.53487
O -0.09467 0.03540 1.50170
H 1.82905 0.12137 -1.55390
H 1.48411 -0.29840 0.17299
H -0.38681 -0.23298 2.36613
*
```


[3]
A structure of composition C8H24CeClI2P2S. Source: the Open Molecules 2025 dataset; level of theory: wB97M-V/def2-TZVPD.

Properties
Lowest unoccupied orbital energy (alpha / beta) ... -8.005 / -7.873 eV
Gap between HOMO and LUMO (alpha / beta) ... 0.16949 / 0.17434 Eh

Geometry as ORCA input:
```
! RIJCOSX wB97M-V def2-TZVPD def2/J DEFGRID3
* xyz 2 2
I 0.28669 -1.78534 0.91934
I 2.07967 0.11438 1.01050
Ce -1.34927 1.72386 -2.27966
P 0.58305 -0.24357 -2.82757
C 1.74733 -1.54939 -2.37704
C -0.48081 -1.02542 -4.10706
H 0.17000 -1.37785 -4.92016
H 1.91665 0.32226 -4.75876
H -1.24622 -0.33682 -4.51406
H 0.97469 1.77446 -4.24166
H 1.19694 -2.31562 -1.80734
H -0.99028 -1.88748 -3.65469
C 1.55714 0.90015 -3.89482
H 2.21072 -1.99244 -3.27206
H 2.41856 1.25584 -3.31170
H 2.51324 -1.10913 -1.71982
P -1.75521 2.04477 0.51382
C -1.30412 1.43984 2.15634
C -1.59764 3.86884 0.68874
H -4.01436 2.09928 -0.48599
H -4.00248 2.52397 1.25748
H -3.83982 0.82060 0.73974
C -3.58171 1.85786 0.49575
H -1.75073 4.38581 -0.27104
H -2.33899 4.21207 1.42524
H -1.85617 1.96704 2.94859
H -0.22494 1.58059 2.30371
H -0.58791 4.10546 1.05062
H -1.50561 0.36243 2.21467
Cl -1.53019 3.74102 -3.81709
C 2.94787 -2.29717 3.79969
S 1.21441 -2.10728 4.23049
C 0.65275 -3.77406 3.87283
H 3.31536 -1.39735 3.29019
H 3.12178 -3.15710 3.14749
H 3.47261 -2.45949 4.75210
H 1.04296 -4.13246 2.91669
H 0.97271 -4.39732 4.71894
H -0.43863 -3.75525 3.80758
*
```


[4]
The ion C4H4NO with charge +1. Source: the Open Molecules 2025 dataset; level of theory: wB97M-V/def2-TZVPD.

Properties
Lowest unoccupied orbital energy ... -7.083 eV
Gap between HOMO and LUMO ... 0.30642 Eh

Geometry as ORCA input:
```
! RIJCOSX wB97M-V def2-TZVPD def2/J DEFGRID3
* xyz 1 1
C 0.95945 0.06394 0.05122
C -2.34227 0.08802 0.10062
C 1.73414 1.02587 -0.20741
C -0.09480 -0.91690 0.25211
N -1.55083 -0.81124 -0.01015
O -3.24665 0.76094 -0.05305
H 2.12924 1.17865 -1.24356
H 1.98394 1.77578 0.57974
H 0.28954 -1.49440 -0.56106
H 0.13823 -1.67067 1.09154
*
```


Repeat the second record exactly.
The molecule C2H3NO3. Source: the Open Molecules 2025 dataset; level of theory: wB97M-V/def2-TZVPD.

Properties
Lowest unoccupied orbital energy ... 0.032 eV
SMILES ... NC(=O)C(=O)O
Gap between HOMO and LUMO ... 0.39104 Eh

Geometry as ORCA input:
```
! RIJCOSX wB97M-V def2-TZVPD def2/J DEFGRID3
* xyz 0 1
N 1.21330 -0.19730 -0.77639
C -0.15599 0.24100 -0.85248
O -0.70443 0.82867 -1.80401
C -0.98866 -0.18608 0.41109
O -2.19590 -0.31167 0.53487
O -0.09467 0.03540 1.50170
H 1.82905 0.12137 -1.55390
H 1.48411 -0.29840 0.17299
H -0.38681 -0.23298 2.36613
*
```